Record 1
Below is a 5-piece molecular cluster, C13H27BrClO20S6 overall at a distorted geometry, with properties calculated with ωB97M-V/def2-TZVPD.

Calculated values
energy	-7439.2284	Ha
E_HOMO	-12.66	eV
total charge	+1

Each line ends with the Löwdin charge.
Atoms and positions in Å:
Cl1 -3.102 -0.659 -0.281  0.315
S1 -1.380 -0.205 -1.339  0.782
C1 -0.018 -1.314 -0.742  -0.365
C2 0.505 -0.706 0.625  -0.342
C3 1.930 -1.189 0.994  -0.585
Br1 2.002 -3.140 1.047  0.684
H1 -1.020 1.042 -0.895  0.040
H2 -0.482 -2.282 -0.477  0.087
H3 0.772 -1.380 -1.513  0.106
H4 -0.229 -1.018 1.395  0.112
H5 0.501 0.407 0.601  0.105
H6 2.664 -0.728 0.307  0.082
H7 2.151 -0.802 2.009  0.079
C4 7.483 -2.992 2.893  -0.164
C5 6.019 -3.365 2.899  -0.176
O1 5.327 -2.141 2.602  -0.217
S2 6.241 -1.245 1.620  0.601
O2 5.801 -1.451 0.282  -0.237
O3 6.372 0.049 2.191  -0.223
O4 7.620 -2.044 1.824  -0.182
H8 7.771 -2.501 3.824  0.130
H9 8.128 -3.852 2.725  0.142
H10 5.698 -3.767 3.855  0.095
H11 5.788 -4.083 2.107  0.138
C6 6.156 -2.541 8.069  -0.161
C7 4.843 -3.292 8.146  -0.162
O5 4.875 -4.194 7.034  -0.184
S3 6.396 -4.649 6.764  0.641
O6 6.611 -5.905 7.382  -0.195
O7 6.694 -4.413 5.390  -0.239
O8 7.117 -3.517 7.651  -0.178
H12 6.119 -1.753 7.313  0.134
H13 6.444 -2.111 9.026  0.139
H14 3.981 -2.632 8.081  0.137
H15 4.777 -3.886 9.061  0.137
C8 -6.407 2.810 -0.582  -0.178
C9 -5.462 1.949 0.230  -0.195
O9 -5.051 2.779 1.319  -0.196
S4 -6.263 3.775 1.713  0.620
O10 -6.962 3.215 2.813  -0.211
O11 -5.763 5.102 1.720  -0.215
O12 -7.151 3.557 0.387  -0.179
H16 -5.860 3.517 -1.211  0.136
H17 -7.070 2.219 -1.198  0.099
H18 -4.601 1.621 -0.346  0.074
H19 -5.977 1.078 0.643  0.137
C10 -6.177 3.516 -5.892  -0.162
C11 -7.666 3.291 -5.730  -0.156
O13 -7.787 1.910 -5.369  -0.175
S5 -6.506 1.469 -4.508  0.626
O14 -6.844 1.536 -3.126  -0.232
O15 -5.943 0.308 -5.096  -0.209
O16 -5.569 2.735 -4.854  -0.198
H20 -5.821 3.140 -6.854  0.134
H21 -5.904 4.564 -5.790  0.138
H22 -8.221 3.500 -6.641  0.141
H23 -8.071 3.891 -4.912  0.138
C12 -0.392 1.372 -6.421  -0.138
C13 0.194 2.591 -5.741  -0.139
O17 0.123 2.285 -4.336  -0.173
S6 0.315 0.711 -4.134  0.662
O18 1.659 0.449 -3.783  -0.178
O19 -0.794 0.223 -3.322  -0.464
O20 0.078 0.257 -5.645  -0.159
H24 -1.483 1.380 -6.380  0.139
H25 -0.070 1.279 -7.456  0.147
H26 -0.358 3.500 -5.966  0.144
H27 1.244 2.731 -6.004  0.143


Record 2
Below is a 2-piece molecular cluster, C3H9NO4 overall at a distorted geometry, with properties calculated with ωB97M-V/def2-TZVPD.

Calculated values
relative energy (zero: lowest compared OMol25 entry of this formula, charge and spin)	7.773	eV
energy	-475.1552	Ha
E_HOMO	-8.87	eV
SMILES string	CC(=O)NO.COO

Each line ends with the Löwdin charge.
Atoms and positions in Å:
C1 1.640 0.602 0.893  0.010
C2 0.240 0.832 0.373  -0.527
O1 -0.575 1.555 0.982  -0.014
N1 0.147 0.764 -1.065  -0.043
O2 -0.865 1.578 -1.597  -0.032
H1 1.572 0.227 1.915  0.090
H2 2.181 -0.134 0.294  0.081
H3 2.187 1.547 0.902  0.095
H4 0.958 0.601 -1.651  0.144
H5 -1.292 1.904 -0.767  0.097
C3 -0.761 -1.732 -0.997  0.119
O3 -0.792 -0.943 0.495  -0.309
O4 -1.155 -0.991 1.863  -0.022
H6 0.283 -1.942 -1.214  0.071
H7 -1.254 -1.263 -1.844  0.073
H8 -1.283 -2.592 -0.584  0.075
H9 -1.231 -0.014 2.000  0.093


Record 3
Below is C60H45Cl2NP3Se2SiTaTe2 as an isolated structure at a distorted geometry, with properties calculated with ωB97M-V/def2-TZVPD.

Calculated values
relative energy (zero: lowest compared OMol25 entry of this formula, charge and spin)	0.000	eV
energy	-9998.2166	Ha
E_HOMO	-6.74	eV

Each line ends with the Löwdin charge.
Atoms and positions in Å:
Ta1 0.397 0.154 -0.038  0.611
C1 -2.764 1.927 5.296  -0.082
C2 -3.030 2.021 3.934  -0.066
C3 -2.434 1.137 3.053  -0.164
C4 -1.549 0.158 3.508  -0.375
C5 -1.279 0.076 4.868  -0.083
C6 -1.897 0.952 5.758  -0.079
P1 -0.935 -1.044 2.238  1.006
C7 -0.182 -2.328 3.292  -0.375
C8 0.991 -2.002 3.975  -0.154
C9 1.644 -2.956 4.741  -0.061
C10 1.111 -4.233 4.861  -0.083
C11 -0.059 -4.559 4.195  -0.099
C12 -0.691 -3.620 3.389  -0.100
C13 -2.604 -1.663 1.809  -0.382
C14 -3.483 -2.106 2.802  -0.090
C15 -4.798 -2.395 2.488  -0.068
C16 -5.262 -2.174 1.194  -0.070
C17 -4.397 -1.716 0.213  -0.101
C18 -3.040 -1.488 0.490  -0.284
Si1 -1.756 -1.181 -0.898  0.540
C19 -2.800 -0.365 -2.267  -0.344
C20 -3.648 -1.059 -3.139  -0.096
C21 -4.502 -0.382 -3.997  -0.070
C22 -4.550 1.007 -3.989  -0.069
C23 -3.691 1.715 -3.164  -0.093
C24 -2.803 1.031 -2.331  -0.407
P2 -1.608 1.955 -1.300  0.954
C25 -0.654 2.904 -2.542  -0.348
C26 0.298 3.823 -2.087  -0.141
C27 1.079 4.532 -2.985  -0.092
C28 0.945 4.313 -4.350  -0.079
C29 0.036 3.373 -4.807  -0.075
C30 -0.759 2.670 -3.911  -0.100
C31 -2.734 3.190 -0.546  -0.382
C32 -3.829 2.670 0.150  -0.111
C33 -4.664 3.504 0.877  -0.086
C34 -4.412 4.870 0.921  -0.083
C35 -3.332 5.393 0.226  -0.071
C36 -2.488 4.558 -0.499  -0.081
C37 -1.532 -3.004 -1.464  -0.279
C38 -2.624 -3.868 -1.641  -0.097
C39 -2.452 -5.164 -2.096  -0.068
C40 -1.176 -5.645 -2.373  -0.068
C41 -0.081 -4.830 -2.162  -0.103
C42 -0.257 -3.515 -1.716  -0.404
P3 1.150 -2.507 -1.142  0.938
C43 1.970 -3.811 -0.114  -0.401
C44 1.186 -4.577 0.746  -0.095
C45 1.768 -5.520 1.579  -0.079
C46 3.145 -5.691 1.589  -0.078
C47 3.936 -4.920 0.750  -0.072
C48 3.354 -3.986 -0.095  -0.110
C49 2.360 -2.401 -2.521  -0.381
C50 2.175 -3.068 -3.730  -0.101
C51 3.130 -2.978 -4.734  -0.076
C52 4.257 -2.187 -4.565  -0.083
C53 4.423 -1.474 -3.387  -0.070
C54 3.483 -1.585 -2.370  -0.132
H1 -3.235 2.612 5.991  0.102
H2 -3.709 2.776 3.554  0.096
H3 -2.664 1.208 2.000  0.057
H4 -0.601 -0.673 5.251  0.094
H5 -1.705 0.855 6.821  0.103
H6 1.396 -0.999 3.910  0.070
H7 2.570 -2.701 5.241  0.110
H8 1.618 -4.977 5.465  0.105
H9 -0.484 -5.551 4.292  0.106
H10 -1.583 -3.894 2.842  0.100
H11 -3.137 -2.215 3.824  0.114
H12 -5.470 -2.767 3.251  0.105
H13 -6.304 -2.356 0.955  0.105
H14 -4.778 -1.524 -0.785  0.095
H15 -3.638 -2.142 -3.157  0.089
H16 -5.145 -0.940 -4.669  0.105
H17 -5.242 1.535 -4.633  0.105
H18 -3.698 2.799 -3.168  0.118
H19 0.442 3.969 -1.023  0.053
H20 1.803 5.249 -2.617  0.105
H21 1.564 4.858 -5.053  0.107
H22 -0.055 3.175 -5.869  0.109
H23 -1.456 1.934 -4.286  0.092
H24 -4.030 1.603 0.117  0.103
H25 -5.508 3.088 1.416  0.108
H26 -5.049 5.522 1.506  0.103
H27 -3.134 6.457 0.255  0.105
H28 -1.645 4.978 -1.028  0.094
H29 -3.624 -3.535 -1.396  0.089
H30 -3.313 -5.810 -2.225  0.105
H31 -1.041 -6.661 -2.722  0.106
H32 0.917 -5.221 -2.321  0.114
H33 0.111 -4.440 0.761  0.104
H34 1.145 -6.120 2.231  0.098
H35 3.598 -6.415 2.255  0.103
H36 5.012 -5.043 0.752  0.105
H37 3.985 -3.390 -0.738  0.092
H38 1.277 -3.644 -3.904  0.091
H39 2.988 -3.529 -5.657  0.104
H40 4.995 -2.116 -5.355  0.105
H41 5.276 -0.819 -3.260  0.113
H42 3.622 -1.025 -1.455  0.058
Se1 2.405 -0.929 1.035  -0.046
Te1 3.690 1.121 1.585  0.204
Te2 1.786 2.389 2.988  0.199
Se2 -0.016 2.377 1.234  -0.067
Cl1 3.755 2.781 -1.673  0.676
C55 3.040 1.862 -2.949  -0.611
C56 3.584 1.942 -4.218  -0.121
C57 3.038 1.223 -5.267  -0.091
C58 1.928 0.425 -5.046  -0.114
C59 1.397 0.358 -3.779  -0.565
Cl2 0.012 -0.607 -3.456  0.846
C60 1.934 1.042 -2.650  -0.433
N1 1.391 0.847 -1.411  -0.250
H43 4.446 2.575 -4.382  0.105
H44 3.472 1.291 -6.257  0.106
H45 1.477 -0.143 -5.850  0.113


Record 4
Below is C35H43N11O2RbS3 as an isolated structure, with properties calculated with ωB97M-V/def2-TZVPD.

Calculated values
relative energy (zero: lowest compared OMol25 entry of this formula, charge and spin)	0.858	eV
energy	-3331.1040	Ha
E_HOMO	-2.84	eV
total charge	-1

Each line ends with the Löwdin charge.
Atoms and positions in Å:
Rb1 -0.307 -0.274 -0.973  0.846
O1 -2.758 0.680 -1.742  -0.160
C1 -1.984 1.380 -2.452  -0.778
O2 -0.990 2.006 -2.010  -0.223
C2 -2.250 1.425 -3.938  -0.182
C3 -2.575 2.654 -4.497  -0.058
C4 -2.852 2.788 -5.850  -0.134
C5 -2.775 1.656 -6.653  -0.135
C6 -2.423 0.432 -6.108  -0.152
C7 -2.143 0.264 -4.738  -0.678
S1 -1.628 -1.297 -4.136  0.488
H1 -2.601 3.521 -3.843  0.107
H2 -3.115 3.751 -6.270  0.079
H3 -2.984 1.725 -7.716  0.083
H4 -2.351 -0.443 -6.744  0.077
N1 -1.303 3.054 3.404  0.110
C8 -2.119 4.150 3.058  -0.248
C9 -2.691 4.919 4.059  -0.039
C10 -3.489 6.012 3.744  -0.104
C11 -3.714 6.332 2.416  -0.104
C12 -3.148 5.553 1.414  -0.106
C13 -2.345 4.463 1.720  -0.447
S2 -1.650 3.514 0.402  1.042
N2 -0.993 2.177 1.204  -0.201
C14 -0.909 2.099 2.466  -0.377
C15 -0.309 0.860 3.061  -0.219
C16 0.181 0.838 4.365  -0.024
C17 0.671 -0.359 4.868  -0.073
C18 0.649 -1.480 4.061  -0.062
C19 0.178 -1.350 2.760  -0.153
N3 -0.281 -0.206 2.267  0.137
H5 -1.492 2.676 4.317  0.115
H6 -2.502 4.660 5.095  0.108
H7 -3.927 6.606 4.535  0.096
H8 -4.332 7.180 2.152  0.098
H9 -3.336 5.791 0.373  0.107
H10 0.219 1.734 4.970  0.104
H11 1.060 -0.406 5.878  0.104
H12 0.997 -2.442 4.417  0.100
H13 0.144 -2.196 2.086  0.065
C20 3.942 -3.270 2.582  -0.061
N4 4.106 -1.868 2.254  -0.083
C21 4.516 -1.040 3.380  -0.158
C22 4.235 0.361 2.873  -0.150
N5 3.089 0.133 2.028  -0.106
C23 2.633 1.215 1.184  -0.036
C24 3.119 -1.171 1.529  -0.369
N6 2.354 -1.530 0.588  0.101
C25 2.372 -2.841 -0.034  -0.231
C26 1.378 -2.846 -1.193  -0.297
N7 1.716 -1.849 -2.178  0.015
C27 1.851 -2.105 -3.419  -0.392
N8 2.042 -1.117 -4.364  -0.100
C28 1.704 0.260 -4.056  -0.050
C29 1.590 -1.627 -5.653  -0.158
C30 1.898 -3.112 -5.519  -0.142
N9 1.831 -3.339 -4.082  -0.085
C31 2.602 -4.454 -3.575  -0.063
H14 3.057 -3.450 3.207  0.085
H15 4.823 -3.593 3.140  0.086
H16 3.872 -3.883 1.691  0.065
H17 5.564 -1.208 3.630  0.118
H18 3.901 -1.259 4.265  0.115
H19 5.088 0.751 2.296  0.122
H20 4.011 1.067 3.675  0.119
H21 3.472 1.692 0.662  0.094
H22 2.106 1.967 1.772  0.083
H23 1.957 0.800 0.446  0.047
H24 2.059 -3.632 0.660  0.106
H25 3.382 -3.084 -0.394  0.114
H26 0.420 -2.570 -0.730  0.006
H27 1.222 -3.859 -1.574  0.106
H28 2.041 0.497 -3.049  0.074
H29 0.625 0.427 -4.122  0.058
H30 2.224 0.914 -4.758  0.086
H31 2.139 -1.159 -6.471  0.117
H32 0.514 -1.450 -5.760  0.063
H33 2.911 -3.339 -5.884  0.108
H34 1.185 -3.737 -6.060  0.119
H35 1.993 -5.354 -3.453  0.085
H36 3.050 -4.208 -2.615  0.072
H37 3.419 -4.690 -4.268  0.079
C32 -3.239 -2.076 3.751  -0.052
N10 -3.383 -1.163 2.644  -0.134
C33 -3.908 0.121 2.726  -0.070
C34 -3.826 0.652 1.489  -0.081
N11 -3.258 -0.294 0.674  0.079
C35 -2.974 -1.414 1.367  -0.808
S3 -2.244 -2.825 0.786  0.579
H38 -2.595 -1.641 4.519  0.082
H39 -2.780 -2.984 3.365  0.043
H40 -4.213 -2.313 4.182  0.088
H41 -4.301 0.517 3.646  0.110
H42 -4.094 1.621 1.106  0.117
H43 -3.022 -0.091 -0.325  0.073


Record 5
Below is one molecule with the formula C22H23N3O8 at a distorted geometry, with properties calculated with ωB97M-V/def2-TZVPD.

Calculated values
relative energy (zero: lowest compared OMol25 entry of this formula, charge and spin)	0.008	eV
energy	-1618.3879	Ha
E_HOMO	-8.12	eV
SMILES string	CCOC(=O)N1C2=NC(C(=O)OC)=C(C(=O)OC)[C@@H]3Nc4ccccc4[C@]23C[C@H]1C(=O)OC

Each line ends with the Löwdin charge.
Atoms and positions in Å:
C1 -2.139 3.992 2.643  -0.057
C2 -0.689 3.880 2.195  -0.196
O1 -0.412 2.593 1.640  0.034
C3 -0.162 1.621 2.498  -0.491
O2 -0.128 1.716 3.700  0.141
N1 0.068 0.408 1.869  0.124
C4 0.135 0.142 0.533  -0.182
N2 0.058 1.004 -0.399  0.221
C5 0.337 0.573 -1.679  -0.090
C6 0.055 1.518 -2.792  -0.423
O3 0.044 1.172 -3.952  0.129
O4 -0.190 2.753 -2.380  -0.010
C7 -0.465 3.703 -3.398  -0.039
C8 0.928 -0.605 -1.970  0.021
C9 1.488 -0.842 -3.333  -0.484
O5 2.506 -0.341 -3.728  0.142
O6 0.777 -1.745 -4.021  -0.047
C10 1.188 -1.950 -5.368  -0.033
C11 1.081 -1.707 -0.940  -0.138
N3 0.432 -2.927 -1.412  0.105
C12 -0.867 -2.941 -0.941  -0.206
C13 -1.921 -3.743 -1.341  -0.009
C14 -3.130 -3.613 -0.675  -0.088
C15 -3.287 -2.705 0.359  -0.090
C16 -2.225 -1.906 0.765  -0.013
C17 -1.021 -2.037 0.114  -0.092
C18 0.306 -1.346 0.347  -0.218
C19 0.944 -1.772 1.677  0.003
C20 0.375 -0.762 2.684  -0.130
C21 1.381 -0.425 3.786  -0.489
O7 1.328 -0.871 4.896  0.141
O8 2.356 0.352 3.319  -0.032
C22 3.324 0.774 4.273  -0.028
H1 -2.339 5.004 2.984  0.078
H2 -2.331 3.302 3.460  0.075
H3 -2.804 3.757 1.815  0.080
H4 -0.470 4.578 1.386  0.126
H5 -0.017 4.059 3.041  0.124
H6 -1.369 3.424 -3.945  0.099
H7 0.367 3.754 -4.104  0.099
H8 -0.601 4.657 -2.895  0.093
H9 2.235 -2.258 -5.403  0.098
H10 0.542 -2.727 -5.769  0.094
H11 1.069 -1.022 -5.928  0.102
H12 2.145 -1.909 -0.758  0.165
H13 0.576 -3.157 -2.386  0.127
H14 -1.804 -4.444 -2.153  0.110
H15 -3.967 -4.226 -0.976  0.102
H16 -4.242 -2.613 0.853  0.098
H17 -2.355 -1.189 1.562  0.113
H18 0.700 -2.798 1.947  0.145
H19 2.029 -1.665 1.617  0.135
H20 -0.530 -1.138 3.175  0.165
H21 3.761 -0.091 4.776  0.098
H22 2.851 1.416 5.017  0.104
H23 4.080 1.321 3.716  0.095


Record 6
Below is an isolated ion of composition C3H5N2S and charge +1 at a distorted geometry, with properties calculated with ωB97M-V/def2-TZVPD.

Calculated values
relative energy (zero: lowest compared OMol25 entry of this formula, charge and spin)	5.244	eV
energy	-624.5555	Ha
E_HOMO (spin up / spin down)	-13.65 / -13.95	eV
total charge	+1

Each line ends with the Löwdin charge.
Atoms and positions in Å:
C1 -0.730 -1.142 -1.013  0.250
C2 -0.150 0.664 0.998  -0.876
C3 0.952 0.190 0.053  -0.126
N1 0.421 -0.644 -1.029  -0.004
N2 -1.350 0.275 0.898  0.088
S1 -0.037 2.001 2.001  0.888
H1 -1.195 -1.693 -1.714  0.066
H2 1.613 1.021 -0.323  0.161
H3 1.529 -0.544 0.538  0.124
H4 1.210 -0.701 -1.853  0.261
H5 -2.263 0.573 1.444  0.168


Which of these has the lowest energy? C60H45Cl2NP3Se2SiTaTe2


Among the records above, which one has the highest energy? C3H9NO4


The highest energy belongs to which entry? C3H9NO4